Entry from the OMol25 dataset: a cluster of 2 separate species, C4H11NO2 in total at a distorted geometry (the ωB97M-V functional and the def2-TZVPD basis).

Each line ends with the Löwdin charge.
Positions of all 18 atoms, in Å:
C 0.26 1.62 -0.07  -0.390
N -0.18 0.59 0.71  0.024
C -0.45 -0.83 0.52  -0.187
C -0.40 -1.22 -0.96  -0.254
C -1.61 -0.71 -1.74  -0.107
O 0.85 1.58 -1.12  0.018
H -0.08 2.58 0.36  0.127
H -0.58 0.92 1.57  0.117
H 0.22 -1.40 1.16  0.111
H -1.47 -1.05 0.84  0.115
H 0.53 -0.87 -1.42  0.099
H -0.43 -2.31 -0.99  0.106
H -1.46 -0.95 -2.79  0.074
H -1.69 0.38 -1.73  0.067
H -2.52 -1.15 -1.36  0.070
H 3.35 0.48 1.83  0.028
H 3.02 1.56 2.82  0.035
O 2.64 0.79 2.39  -0.052

Summary:
**Structure (SMILES)**: CCCNC=O.O
**Energy relative to the best compared isomer or geometry (same formula, charge and spin)**: 19.0 kcal per mole
**Energy**: -364.23784 a.u.
**E_HOMO**: -9.47 eV

Entry from the OMol25 dataset: a cluster of 2 separate species, C4H11NO2 in total at a distorted geometry (the ωB97M-V functional and the def2-TZVPD basis).

Each line ends with the Löwdin charge.
Positions of all 18 atoms, in Å:
C 1.34 0.39 -0.30  -0.081
N 0.04 0.61 -1.00  -0.299
C -0.78 1.71 -0.44  -0.077
C -0.72 -0.63 -1.24  -0.157
C -0.91 -0.56 -2.80  -0.260
O -1.88 -0.52 -3.49  0.053
H 2.16 0.07 -0.94  0.077
H 1.53 1.45 -0.12  0.075
H 1.21 -0.11 0.66  0.086
H -1.82 1.51 -0.69  0.081
H -0.47 2.56 -1.03  0.080
H -0.72 1.79 0.65  0.085
H -1.65 -0.58 -0.68  0.108
H -0.08 -1.51 -1.19  0.114
H 0.11 -0.45 -3.22  0.115
H 0.37 -1.69 5.82  0.026
H 1.51 -2.32 5.06  0.035
O 0.76 -1.72 4.95  -0.062

Summary:
**Structure (SMILES)**: CN(C)CC=O.O
**Energy relative to the best compared isomer or geometry (same formula, charge and spin)**: 59.4 kcal per mole
**Energy**: -364.17350 a.u.
**E_HOMO**: -8.59 eV

Entry from the OMol25 dataset: a cluster of 2 separate species, C4H11NO2 in total at a distorted geometry (the ωB97M-V functional and the def2-TZVPD basis).

Each line ends with the Löwdin charge.
Positions of all 18 atoms, in Å:
C -2.31 -0.51 0.67  0.002
C -1.40 -0.11 -0.48  -0.540
N -0.09 -0.47 -0.38  0.046
C 0.82 -1.00 0.65  -0.236
C 2.16 -0.30 0.56  -0.079
O -1.78 0.64 -1.36  0.020
H -2.59 0.29 1.34  0.085
H -1.91 -1.42 1.11  0.069
H -3.26 -0.86 0.24  0.081
H 0.36 0.15 -1.06  0.091
H 0.28 -0.87 1.59  0.107
H 0.89 -2.07 0.48  0.110
H 2.88 -0.81 1.18  0.073
H 2.34 -0.16 -0.50  0.075
H 2.04 0.71 0.95  0.078
H 0.96 2.71 -2.08  0.041
H -0.18 2.03 -1.50  0.041
O 0.80 2.04 -1.41  -0.065

Summary:
**Structure (SMILES)**: CCNC(C)=O.O
**Energy relative to the best compared isomer or geometry (same formula, charge and spin)**: 14.6 kcal per mole
**Energy**: -364.24486 a.u.
**E_HOMO**: -9.45 eV

Entry from the OMol25 dataset: a cluster of 3 separate species, C4H11NO2 in total at a distorted geometry (the ωB97M-V functional and the def2-TZVPD basis).

Each line ends with the Löwdin charge.
Positions of all 18 atoms, in Å:
N 1.61 1.58 0.35  0.082
C 0.44 1.66 -0.42  -0.440
C -0.23 2.82 -0.57  0.031
C -1.06 0.12 -1.74  0.005
C 0.11 0.46 -1.20  -0.151
H 1.58 2.12 1.19  0.087
H 1.92 0.62 0.42  0.069
H -1.18 2.84 -1.07  0.048
H 0.23 3.74 -0.27  0.051
H -1.03 -0.77 -2.36  0.049
H -2.04 0.38 -1.39  0.061
H 0.94 -0.21 -1.43  0.105
H -2.39 -3.22 2.07  0.038
H -1.75 -1.86 1.95  0.034
O -1.56 -2.80 1.83  -0.059
H 0.90 -2.59 0.34  0.019
H 1.70 -2.33 1.62  0.034
O 1.80 -2.57 0.69  -0.065

Summary:
**Structure (SMILES)**: C=CC(=C)N.O.O
**Energy relative to the best compared isomer or geometry (same formula, charge and spin)**: 52.2 kcal per mole
**Energy**: -364.18505 a.u.
**E_HOMO**: -8.07 eV

Entry from the OMol25 dataset: a cluster of 2 separate species, C4H11NO2 in total at a distorted geometry (the ωB97M-V functional and the def2-TZVPD basis).

Each line ends with the Löwdin charge.
Positions of all 18 atoms, in Å:
C -0.28 0.07 2.27  0.002
C 0.14 0.95 1.11  -0.480
N 0.22 0.29 -0.14  -0.179
C 0.56 1.18 -1.24  -0.086
C 0.96 -0.98 -0.28  -0.060
O 0.27 2.15 1.18  0.064
H -1.07 0.58 2.83  0.088
H -0.54 -0.90 1.82  0.068
H 0.41 -0.26 3.04  0.084
H 1.59 1.06 -1.59  0.087
H 0.70 2.23 -0.99  0.083
H -0.17 1.09 -2.07  0.097
H 0.64 -1.51 -1.19  0.091
H 1.99 -0.68 -0.51  0.084
H 0.95 -1.62 0.61  0.088
H -1.48 -0.91 -1.23  -0.011
H -2.83 -1.16 -1.96  0.023
O -2.04 -1.58 -1.65  -0.044

Summary:
**Structure (SMILES)**: CC(=O)N(C)C.O
**Energy relative to the best compared isomer or geometry (same formula, charge and spin)**: 28.3 kcal per mole
**Energy**: -364.22311 a.u.
**E_HOMO**: -9.61 eV

Entry from the OMol25 dataset: a cluster of 2 separate species, C4H11NO2 in total at a distorted geometry (the ωB97M-V functional and the def2-TZVPD basis).

Each line ends with the Löwdin charge.
Positions of all 18 atoms, in Å:
O -0.06 2.49 2.11  0.039
C 0.04 1.85 1.08  -0.275
C -1.10 1.03 0.58  -0.166
C -0.67 -0.39 0.12  -0.205
C -1.54 -1.03 -0.97  -0.267
N -0.66 -1.52 -2.05  -0.017
H 0.98 1.93 0.51  0.127
H -1.98 0.97 1.21  0.120
H -1.31 1.57 -0.36  0.120
H -0.46 -1.06 0.96  0.112
H 0.35 -0.25 -0.26  0.093
H -2.18 -1.79 -0.54  0.108
H -2.19 -0.25 -1.38  0.096
H -1.00 -2.36 -2.49  0.055
H -0.56 -0.84 -2.79  0.061
H 4.70 0.38 1.66  0.020
H 3.80 -0.70 0.96  0.040
O 3.85 -0.04 1.66  -0.060

Summary:
**Structure (SMILES)**: NCCCC=O.O
**Energy relative to the best compared isomer or geometry (same formula, charge and spin)**: 39.4 kcal per mole
**Energy**: -364.20535 a.u.
**E_HOMO**: -9.43 eV

Entry from the OMol25 dataset: a cluster of 2 separate species, C4H11NO2 in total at a distorted geometry (the ωB97M-V functional and the def2-TZVPD basis).

Each line ends with the Löwdin charge.
Positions of all 18 atoms, in Å:
C 2.67 0.19 -0.49  -0.364
N 2.00 -1.00 -0.24  0.023
C -0.28 -0.03 -1.06  -0.052
C 0.54 -1.14 -0.17  -0.385
C 0.03 -1.11 1.26  -0.071
O 2.20 1.24 -0.83  0.011
H 3.79 -0.03 -0.57  0.138
H 2.65 -1.72 0.05  0.123
H 0.00 0.91 -0.58  0.051
H -1.34 -0.27 -1.13  0.068
H 0.06 0.11 -2.10  0.075
H 0.38 -2.07 -0.79  0.139
H 0.75 -1.43 2.04  0.084
H -0.25 -0.04 1.34  0.087
H -0.74 -1.87 1.38  0.072
H -6.07 1.98 0.54  0.033
H -4.58 1.58 0.91  0.027
O -5.49 1.59 1.21  -0.060

Summary:
**Structure (SMILES)**: CC(C)NC=O.O
**Energy relative to the best compared isomer or geometry (same formula, charge and spin)**: 34.4 kcal per mole
**Energy**: -364.21342 a.u.
**E_HOMO**: -9.74 eV

Entry from the OMol25 dataset: an isolated molecule of C4H11NO2 at a distorted geometry (the ωB97M-V functional and the def2-TZVPD basis).

Each line ends with the Löwdin charge.
Positions of all 18 atoms, in Å:
C 0.54 2.23 -1.02  -0.114
N 0.50 0.73 -1.05  -0.083
C -0.12 -0.16 -0.08  -0.361
C 0.31 -0.02 1.34  -0.198
O -0.69 -0.54 2.27  -0.096
C -0.17 -1.68 -0.42  -0.297
O -1.20 -2.27 0.16  -0.032
H -0.47 2.67 -1.54  0.107
H 0.91 2.69 0.01  0.102
H 1.19 2.67 -1.77  0.040
H 0.89 0.26 -1.78  0.059
H -1.22 -0.05 -0.33  0.157
H 1.17 -0.63 1.56  0.115
H 0.37 1.11 1.52  0.127
H -1.50 -0.35 1.73  0.091
H -0.34 -1.78 -1.49  0.116
H 0.87 -2.18 -0.11  0.166
H -1.04 -2.70 1.00  0.103

Summary:
**Structure (SMILES)**: CNC(CO)CO
**Energy relative to the best compared isomer or geometry (same formula, charge and spin)**: 81.3 kcal per mole
**Energy**: -364.13859 a.u.
**E_HOMO**: -8.47 eV

Entry from the OMol25 dataset: a cluster of 2 separate species, C4H11NO2 in total at a distorted geometry (the ωB97M-V functional and the def2-TZVPD basis).

Each line ends with the Löwdin charge.
Positions of all 18 atoms, in Å:
C -2.87 -0.13 -0.90  0.052
C -1.94 -1.28 -0.43  -0.394
N -0.65 -0.91 -0.08  0.045
C 0.26 -2.05 0.49  0.028
C -0.13 0.49 0.18  0.073
O -2.48 -2.38 -0.19  0.201
H -3.15 0.11 0.12  0.120
H -2.31 0.57 -1.47  0.067
H -3.39 -0.67 -1.69  0.113
H -0.03 -2.32 1.60  0.165
H 1.37 -1.87 0.17  0.141
H 0.11 -3.09 0.18  0.087
H -0.64 0.89 -0.61  0.050
H -0.48 0.99 1.09  0.140
H 0.91 0.62 -0.01  0.112
H 4.75 4.34 0.29  0.064
H 5.58 3.30 1.05  0.056
O 5.08 3.39 0.19  -0.120

Summary:
**2S+1**: 2
**Energy relative to the best compared isomer or geometry (same formula, charge and spin)**: 60.3 kcal per mole
**Energy**: -363.83225 a.u.
**Charge**: +1
**E_HOMO (alpha / beta)**: -13.65 / -13.65 eV

Entry from the OMol25 dataset: the ion C4H11NO2 with charge +1 at a distorted geometry (the ωB97M-V functional and the def2-TZVPD basis).

Each line ends with the Löwdin charge.
Positions of all 18 atoms, in Å:
C -1.02 0.68 0.06  -0.132
C 0.40 1.08 -0.43  -0.108
C 1.28 1.46 0.75  -0.296
O 2.62 1.44 0.42  -0.016
N -1.12 -0.72 0.32  0.178
C -1.03 -1.71 -0.72  -0.227
O -0.09 -2.68 -0.41  0.031
H -1.77 0.88 -0.72  0.159
H -1.28 1.31 0.91  0.145
H 0.87 0.25 -0.95  0.115
H 0.33 1.91 -1.13  0.137
H 1.06 0.86 1.66  0.127
H 1.05 2.48 1.06  0.137
H 2.90 0.52 0.26  0.112
H -0.92 -1.08 1.25  0.186
H -0.79 -1.21 -1.65  0.152
H -2.01 -2.18 -0.89  0.173
H -0.48 -3.30 0.23  0.125

Summary:
**2S+1**: 2
**Energy relative to the best compared isomer or geometry (same formula, charge and spin)**: 18.9 kcal per mole
**Energy**: -363.89828 a.u.
**Charge**: +1
**E_HOMO (alpha / beta)**: -14.38 / -14.32 eV

Entry from the OMol25 dataset: a cluster of 2 separate species, C4H11NO2 in total at a distorted geometry (the ωB97M-V functional and the def2-TZVPD basis).

Each line ends with the Löwdin charge.
Positions of all 18 atoms, in Å:
C 1.64 0.26 -1.50  0.070
C 0.90 0.55 -0.24  -0.404
N -0.23 1.26 -0.30  0.171
C -1.58 0.97 -0.90  -0.154
C -2.44 0.20 0.09  -0.056
O 1.34 0.11 0.85  0.291
H 2.13 1.16 -1.87  0.125
H 2.32 -0.60 -1.43  0.115
H 0.84 -0.12 -2.15  0.112
H -0.46 1.71 0.60  0.180
H -1.46 0.51 -1.91  0.139
H -2.07 1.92 -1.07  0.134
H -3.44 -0.05 -0.37  0.118
H -2.63 0.79 1.00  0.092
H -2.08 -0.79 0.35  0.079
H 0.64 -1.87 1.11  -0.022
H 1.19 -2.52 2.34  0.049
O 0.49 -2.62 1.69  -0.038

Summary:
**2S+1**: 2
**Energy relative to the best compared isomer or geometry (same formula, charge and spin)**: 28.1 kcal per mole
**Energy**: -363.88354 a.u.
**Charge**: +1
**E_HOMO (alpha / beta)**: -14.73 / -14.68 eV

Entry from the OMol25 dataset: a cluster of 2 separate species, C4H11NO2S in total at a distorted geometry (the ωB97M-V functional and the def2-TZVPD basis).

Each line ends with the Löwdin charge.
Positions of all 19 atoms, in Å:
C -0.85 -0.99 0.52  -0.082
C -0.39 1.46 0.49  -0.091
C 0.17 -0.03 -1.77  -0.075
C -0.50 0.20 -0.24  -0.597
N 2.46 -0.62 1.01  0.020
O -1.49 2.04 -2.02  -0.342
O -2.61 -0.29 -2.04  -0.346
S -1.50 0.62 -1.59  0.766
H 0.02 -1.32 1.04  0.061
H -1.46 -1.75 0.08  0.088
H -1.48 -0.65 1.37  0.102
H -0.93 2.21 0.08  0.022
H 0.69 1.76 0.50  0.105
H -0.82 1.49 1.49  0.106
H 0.31 -1.05 -2.03  0.075
H 1.06 0.66 -1.76  0.108
H 2.52 -0.65 2.06  0.056
H 2.94 0.22 0.78  -0.008
H 3.01 -1.38 0.59  0.032

Summary:
**Structure (SMILES)**: CC1(C)CS1(=O)=O.N
**Energy relative to the best compared isomer or geometry (same formula, charge and spin)**: 89.2 kcal per mole
**Energy**: -762.30712 a.u.
**E_HOMO**: -9.74 eV